ORCA calculation (ωB97M-V/def2-TZVPD) on a 3-piece molecular cluster, C2H11NO3 overall in a non-equilibrium geometry.

Computed properties:
- SMILES string: CNCO.O.O
- HOMO energy: -9.23 eV
- HOMO-LUMO gap: 9.77 eV
- Energy: -9883.4440 eV
- ΔE to the lowest compared entry with this formula, charge and spin: 1.7558 eV

Structure (ORCA input):
```
! RIJCOSX wB97M-V def2-TZVPD def2/J DEFGRID3
* xyz 0 1
C 2.01 -0.21 -0.98
N 1.02 -1.30 -1.28
C 1.25 -2.36 -0.21
O 2.20 -3.27 -0.67
H 2.99 -0.67 -1.05
H 1.85 0.24 -0.01
H 1.94 0.59 -1.73
H 0.00 -0.92 -1.37
H 1.30 -1.86 0.71
H 0.34 -2.91 -0.11
H 1.92 -3.26 -1.61
O -1.68 4.02 1.54
H -1.97 4.61 2.21
H -2.01 4.42 0.74
O -3.69 1.76 1.04
H -4.65 2.03 1.48
H -3.06 2.28 1.51
*
```